{
  "formula": "C3H7N2S",
  "method": "the ωB97M-V functional and the def2-TZVPD basis",
  "species": ["C", "C", "C", "N", "N", "S", "H", "H", "H", "H", "H", "H", "H"],
  "coordinates": [[-0.816373, 0.493234, 0.119244], [-0.915696, -0.305930, 2.396095], [0.665357, 0.394562, -1.813152], [0.134934, -0.592505, 1.438562], [-0.459920, 0.842315, -1.055032], [-2.020508, 0.730367, 1.403431], [-1.546576, -1.276813, 2.583524], [-0.540478, 0.160640, 3.402737], [0.647832, 1.088676, -2.751043], [1.641280, 0.465801, -1.510805], [0.474544, -0.616155, -2.161199], [1.010155, -0.222146, 1.883552], [-0.918483, 1.554171, -1.606980]],
  "forces_ev_per_a": [[2.21, -1.72, 5.19], [-1.65, -1.33, 1.76], [-1.18, 0.25, -4.58], [-0.79, 1.80, -2.45], [-0.33, 0.56, 1.05], [0.82, 0.31, -1.51], [1.33, 1.74, 0.13], [-0.93, -0.70, -1.98], [0.07, -1.47, 1.45], [2.06, 0.35, 2.01], [0.05, -0.11, -0.04], [-0.57, 0.23, -1.59], [-1.07, 0.10, 0.56]],
  "mulliken_charge": [0.3811, -0.2946, -0.7959, -0.4393, -0.1268, 0.0474, 0.2733, 0.3820, 0.2857, 0.3477, 0.3351, 0.2915, 0.3129],
  "total_charge": 1,
  "orbital_gap_ev": 9.04,
  "lumo_ev": -5.16,
  "de_lowest_kcal_mol": 104.0,
  "homo_energy_ev": -14.202,
  "total_energy_ha": -625.8065,
  "largest_force_ev_per_a": 5.9
}